1.
This record from OMol25 describes C19H18N2O4S2 in the gas phase. The level of theory is ωB97M-V/def2-TZVPD.

Output
Total energy   -52836.200 eV
HOMO   -8.67 eV
Relative energy (zero: lowest compared OMol25 entry of this formula, charge and spin)   60.99 kJ/mol
Structure (SMILES)   Cc1ccc(S(=O)(=O)NCC(=O)OCc2csc(-c3ccccc3)n2)cc1
LUMO   -0.113 eV

Each line ends with the Mulliken charge.
CARTESIAN COORDINATES (ANGSTROEM)
C -0.02570 2.63971 1.15593  -1.64
C -0.15860 1.24062 1.67071  0.82
C -1.29262 0.85793 2.38188  -0.82
C -1.43183 -0.43646 2.84496  -0.57
C -0.44083 -1.35912 2.57483  -0.04
S -0.63433 -3.03479 3.16754  1.40
O -1.06902 -2.98986 4.53004  -0.71
O 0.53476 -3.79404 2.82744  -0.69
N -1.90162 -3.72512 2.30266  -0.33
C -1.59863 -4.08754 0.94663  -0.86
C -1.73138 -2.91338 -0.00798  0.85
O -2.19248 -1.84792 0.30842  -0.55
O -1.28633 -3.21633 -1.22591  -0.39
C -1.25870 -2.15100 -2.17874  -0.65
C -0.01411 -1.33294 -2.02234  0.08
C 1.21664 -1.82874 -1.70365  -0.11
S 2.36756 -0.56577 -1.61042  -0.24
C 1.08213 0.57271 -2.00781  0.17
C 1.31806 1.99421 -2.09538  0.92
C 2.56437 2.54313 -1.79534  -0.46
C 2.75736 3.90903 -1.86548  -0.79
C 1.71334 4.74206 -2.23560  -0.43
C 0.47224 4.20336 -2.53910  -0.54
C 0.27079 2.83942 -2.47059  -0.41
N -0.06429 0.00615 -2.18608  -0.51
C 0.69355 -1.00560 1.87505  -0.42
C 0.83709 0.29977 1.43694  -0.40
H -0.43912 3.35351 1.86449  0.53
H -0.57369 2.73831 0.21871  0.23
H 1.01413 2.89087 0.96197  0.34
H -2.06859 1.58377 2.57458  0.43
H -2.29338 -0.73978 3.41844  0.38
H -2.74669 -3.18101 2.39905  0.33
H -2.25374 -4.90017 0.61510  0.35
H -0.56747 -4.44984 0.94290  0.35
H -1.29500 -2.63317 -3.15922  0.32
H -2.12800 -1.50031 -2.04507  0.32
H 1.49559 -2.84615 -1.52033  0.55
H 3.37787 1.89238 -1.50728  0.38
H 3.72498 4.32683 -1.63075  0.40
H 1.86758 5.80927 -2.28907  0.41
H -0.34027 4.85227 -2.83031  0.40
H -0.68692 2.40115 -2.70267  0.45
H 1.45178 -1.75289 1.69881  0.56
H 1.73353 0.59545 0.91205  0.57

---

2.
This record from OMol25 describes a molecular structure, C21H20N3O6RuS3. The level of theory is ωB97M-V/def2-TZVPD.

Output
⟨S²⟩   8.756
Total energy   -73943.255 eV
HOMO (alpha / beta)   -7.79 / -8.54 eV
Relative energy (zero: lowest compared OMol25 entry of this formula, charge and spin)   11.96 kJ/mol
LUMO (alpha / beta)   -0.037 / -1.305 eV
Spin multiplicity   6

Each line ends with the Mulliken spin population.
CARTESIAN COORDINATES (ANGSTROEM)
Ru -0.04812 -1.16909 0.40002  4.19
N -0.67163 -3.07676 1.87444  0.12
C 0.07507 -3.09226 3.14015  -0.01
C 0.67825 -1.72127 3.37858  0.00
N 1.48378 -1.37586 2.19866  0.11
H -1.63266 -2.78278 2.00799  -0.02
H -0.68003 -3.98134 1.41751  0.00
H 0.87129 -3.83509 3.05747  0.00
H -0.54952 -3.38097 3.98684  0.00
H 1.25457 -1.71928 4.30588  0.01
H -0.11114 -0.97184 3.47036  0.00
H 2.20249 -2.07483 2.03517  0.00
H 1.94343 -0.47663 2.29395  -0.02
S -1.52991 3.16465 1.65593  0.01
C 0.18848 3.31990 1.74349  -0.01
C 0.93880 4.47836 1.92728  0.00
C 2.31330 4.36734 1.91553  0.00
C 2.92517 3.12589 1.70215  0.00
C 2.17562 1.98314 1.52195  0.01
C 0.78446 2.07603 1.55856  0.01
N -0.13229 1.02564 1.40296  0.02
C -1.35846 1.47000 1.41107  0.10
C -2.50079 0.56965 1.20278  -0.15
C -3.81101 1.03585 1.20429  0.02
C -4.84692 0.16822 0.90543  0.00
C -4.56863 -1.15498 0.59817  0.00
C -3.25540 -1.61366 0.60653  -0.17
C -2.19961 -0.76465 0.92637  0.49
H 0.45768 5.43813 2.06339  0.00
H 2.92268 5.25124 2.04894  0.00
H 4.00359 3.06456 1.64261  0.00
H 2.66850 1.05582 1.25657  0.00
H -4.03025 2.07494 1.42752  0.00
H -5.86714 0.52795 0.89304  0.00
H -5.37424 -1.82719 0.32865  0.00
H -3.06997 -2.64802 0.32677  0.00
O 1.11191 1.83611 -1.45364  0.00
S 1.98392 0.70937 -1.65009  0.01
O 3.39846 0.96723 -1.70259  0.01
O 1.71750 -0.40324 -0.67450  0.09
C 1.54434 0.00432 -3.24900  0.00
C 2.39639 0.38099 -4.28124  0.00
C 2.14831 -0.00373 -5.59018  0.00
C 1.04147 -0.77321 -5.89137  0.00
C 0.17959 -1.16421 -4.87884  0.00
C 0.42083 -0.78839 -3.56389  0.02
S -0.78205 -1.33661 -2.38189  -0.05
O -1.06033 -0.17613 -1.51629  0.07
O -1.89679 -1.88414 -3.08990  0.02
O -0.09497 -2.34308 -1.49775  0.12
H 3.26451 0.97595 -4.03548  0.00
H 2.82714 0.30408 -6.37590  0.00
H 0.84345 -1.07186 -6.91253  0.00
H -0.69313 -1.76425 -5.09188  0.00

---

3.
This record from OMol25 describes a molecular structure, C16H24N5O7PtSi. The level of theory is ωB97M-V/def2-TZVPD.

Output
Net charge   -1
Total energy   -49894.308 eV
HOMO   -4.05 eV
Relative energy (zero: lowest compared OMol25 entry of this formula, charge and spin)   75.91 kJ/mol
LUMO   2.178 eV

Each line ends with the Mulliken charge.
CARTESIAN COORDINATES (ANGSTROEM)
Pt -0.27273 0.32971 0.00998  0.52
O -0.52018 -3.67574 -1.77818  -0.80
C -0.33202 -2.72300 -1.01521  0.57
O -0.88637 -1.57083 -1.03480  -0.77
C 0.81110 -3.00234 0.18284  0.52
O 0.98804 -4.18349 0.44190  -0.72
O 1.31835 -1.93996 0.64191  -0.67
O -0.26359 -2.70823 -4.41197  -0.54
C 1.11630 -2.56048 -4.28445  -0.32
N 1.54579 -1.52170 -5.17870  -0.07
C 2.00970 -0.28105 -4.92053  0.13
O 2.39253 0.44223 -5.83118  -0.68
C 2.12005 0.18948 -3.49974  0.04
C 3.30160 0.83372 -3.15172  -0.46
C 3.43677 1.31358 -1.86742  -1.06
C 2.39811 1.17441 -0.97448  0.06
N 1.22519 0.62541 -1.31128  0.06
C 1.09533 0.13027 -2.55901  -0.08
H -0.58593 -3.11681 -3.56709  0.43
H 1.62922 -3.49145 -4.55122  0.22
H 1.40704 -2.30212 -3.26477  0.30
H 1.40320 -1.69287 -6.16252  0.25
H 4.06834 0.95924 -3.90437  0.47
H 4.34428 1.80773 -1.54830  0.43
H 2.47875 1.52751 0.04080  0.24
H 0.13352 -0.29988 -2.81488  0.78
C 1.65030 1.88909 2.50152  -1.26
Si 0.16720 2.17923 1.31702  0.32
C 0.53905 3.81695 0.41382  -1.27
C -1.19837 2.69554 2.55039  -1.26
H 1.97002 2.83343 2.95400  0.35
H 2.51548 1.44876 2.00024  0.45
H 1.37356 1.20629 3.30913  0.32
H 0.94330 4.55331 1.11599  0.36
H -0.37984 4.22388 -0.01467  0.28
H 1.25828 3.69451 -0.40042  0.36
H -0.89939 3.60462 3.08005  0.45
H -1.39671 1.92398 3.30151  0.30
H -2.14075 2.90066 2.03319  0.28
C -3.26737 -1.55736 4.22758  -1.06
N -2.93706 -0.60890 3.18559  0.10
C -3.95180 -0.12411 2.27447  -0.35
C -3.12933 0.34306 1.07894  0.29
O -3.54308 0.99138 0.15712  -0.61
N -1.82666 -0.08114 1.29010  -0.08
C -1.76864 -0.68628 2.49201  0.49
N -0.72161 -1.33393 2.97033  -0.27
H -4.12324 -1.18322 4.78667  0.36
H -2.42959 -1.65939 4.91293  0.31
H -3.50421 -2.54728 3.82525  0.35
H -4.52422 0.69837 2.70266  0.28
H -4.63874 -0.91873 1.97072  0.33
H 0.10827 -1.34512 2.32927  0.10
H -0.50723 -1.22093 3.94897  0.24

---

4.
This record from OMol25 describes C3H4O3 in the gas phase. The level of theory is ωB97M-V/def2-TZVPD.

Output
Total energy   -9312.918 eV
HOMO   -8.74 eV
Relative energy (zero: lowest compared OMol25 entry of this formula, charge and spin)   557.96 kJ/mol
LUMO   0.235 eV

Each line ends with the Mulliken charge.
CARTESIAN COORDINATES (ANGSTROEM)
O 0.77370 -1.40822 -1.20078  -0.38
C 0.40953 -0.76941 -0.12339  -0.12
C -0.84070 -0.01240 0.00181  0.37
O -1.43940 -0.98482 0.58707  -0.63
C 0.79482 1.46121 0.67277  -0.32
O -0.45792 1.25290 0.81838  -0.25
H 0.33743 -1.03009 -1.98179  0.36
H 0.89600 -1.10758 0.77962  0.36
H -1.27013 0.44101 -0.91503  0.40
H 1.01405 2.40051 1.23038  0.21